Entry 1:
Computed, not measured: 2 unconnected molecules or ions with the total composition C2H12N4, with ωB97M-V/def2-TZVPD.

Bonds (Å) are listed after each position.
Atoms and positions in Å:
1 N 3.6608 1.7377 -1.8378  C2 1.445, H4 1.008, H5 1.017
2 C 2.5028 2.1344 -1.0704  N1 1.445, N3 1.452, H6 1.106, H7 1.084
3 N 1.6816 1.0058 -0.6709  C2 1.452, H8 1.003, H9 1.006
4 H 4.5607 1.8742 -1.4047  N1 1.008
5 H 3.5778 0.7352 -1.9861  N1 1.017
6 H 2.7850 2.6665 -0.1422  C2 1.106
7 H 1.9451 2.9246 -1.5608  C2 1.084
8 H 0.7148 1.0152 -0.9367  N3 1.003
9 H 1.7222 0.7556 0.3022  N3 1.006
10 N -2.5734 -1.1346 0.0024  C11 1.484, H13 1.012, H14 1.014
11 C -2.5002 -1.1661 1.4843  N10 1.484, N12 1.431, H15 1.084, H16 1.094
12 N -2.6466 -2.4583 2.0803  C11 1.431, H17 1.020, H18 1.014
13 H -3.2767 -0.5303 -0.4018  N10 1.012
14 H -2.7197 -2.0461 -0.4158  N10 1.014
15 H -1.4931 -0.8636 1.7474  C11 1.084
16 H -3.2055 -0.4548 1.9238  C11 1.094
17 H -3.4675 -2.9956 1.8024  N12 1.020
18 H -1.9590 -3.1300 1.7571  N12 1.014

For the LUMO energy, the calculation gives 0.9906 eV. The HOMO energy comes out at -8.81 eV. The maximum force comes out at 2.04 eV Å⁻¹. Its orbital gap is 9.799 eV.

=====

Entry 2:
Computed, not measured: 2 unconnected molecules or ions with the total composition C2H12N4, with ωB97M-V/def2-TZVPD.

Bonds (Å) are listed after each position.
Atoms and positions in Å:
1 N 1.6663 -0.8442 0.7283  C2 1.527, H4 1.002, H5 1.121
2 C 2.5750 -0.2645 -0.3536  N1 1.527, N3 1.515, H6 1.155, H7 1.058
3 N 4.0592 -0.4845 -0.1451  C2 1.515, H8 0.997, H9 1.022
4 H 1.7314 -1.8278 0.9105  N1 1.002
5 H 1.6982 -0.4397 1.7731  N1 1.121
6 H 2.2569 -0.4802 -1.4431  C2 1.155
7 H 2.3540 0.7686 -0.4140  C2 1.058
8 H 4.4838 -1.3630 -0.3525  N3 0.997
9 H 4.3103 -0.1835 0.7984  N3 1.022
10 N -3.8388 1.2486 -0.3882  C11 1.432, H13 1.017, H14 1.013
11 C -2.7523 0.6502 0.3271  N10 1.432, N12 1.500, H15 1.100, H16 1.126
12 N -1.6861 -0.1824 -0.3207  C11 1.500, H17 1.023, H18 1.039
13 H -4.7603 0.9446 -0.0847  N10 1.017
14 H -3.8226 0.9481 -1.3559  N10 1.013
15 H -2.2422 1.4298 0.9120  C11 1.100
16 H -3.0318 0.0276 1.2223  C11 1.126
17 H -2.0578 -0.4450 -1.2370  N12 1.023
18 H -0.9434 0.4973 -0.5770  N12 1.039

For the LUMO energy, the calculation gives 1.0396 eV. The HOMO energy comes out at -8.59 eV. The maximum force comes out at 3.90 eV Å⁻¹. Its orbital gap is 9.632 eV.

=====

Entry 3:
Computed, not measured: 2 unconnected molecules or ions with the total composition C2H12N4, with ωB97M-V/def2-TZVPD.

Bonds (Å) are listed after each position.
Atoms and positions in Å:
1 C 0.7096 1.1615 1.2883  N4 1.414, H7 1.092, H8 1.090, H9 1.335
2 C 0.6498 -1.8520 -0.3019  N3 1.463, H10 1.091, H11 1.092, H12 1.088
3 N -0.2750 -1.1086 0.5545  C2 1.463, N4 1.715, H5 1.016, H18 1.182
4 N 0.6978 -0.2074 1.6424  C1 1.414, N3 1.715, H6 1.016
5 H -0.8454 -1.7315 1.1197  N3 1.016
6 H 0.1243 -0.3519 2.4689  N4 1.016
7 H 0.3395 1.8234 2.0739  C1 1.092
8 H 1.6873 1.4551 0.9058  C1 1.090
9 H -0.1468 1.3081 0.2749  C1 1.335
10 H 1.3622 -2.4179 0.3000  C2 1.091
11 H 0.0953 -2.5286 -0.9562  C2 1.092
12 H 1.1721 -1.1261 -0.9220  C2 1.088
13 N -1.1075 0.9608 -0.7073  N14 1.440, H17 1.022
14 N -0.4250 0.9541 -1.9755  N13 1.440, H15 1.016, H16 1.017
15 H -1.0051 0.5271 -2.6922  N14 1.016
16 H -0.2057 1.9008 -2.2748  N14 1.017
17 H -1.9524 1.5360 -0.7303  N13 1.022
18 H -0.8750 -0.3027 -0.0684  N3 1.182

For the LUMO energy, the calculation gives 1.0561 eV. The HOMO energy comes out at -6.97 eV. The maximum force comes out at 1.84 eV Å⁻¹. Its orbital gap is 8.024 eV.